# 1
Below is an isolated molecule of C25H32N2O5S at a distorted geometry, with properties calculated with the ωB97M-V functional and the def2-TZVPD basis.

Results
HOMO energy in eV: -9.0
F_max in eV/Å: 1.18
Structure (SMILES): Cc1ccc(S(=O)(=O)N2CCN(C(=O)COC(=O)c3ccc(C(C)(C)C)cc3)CC2)c(C)c1
HOMO-LUMO gap in eV: 9.59

```
! RIJCOSX wB97M-V def2-TZVPD def2/J DEFGRID3
* xyz 0 1
S -3.513 -0.237 -0.556
O 0.498 1.407 -0.923
O 1.557 -0.138 0.952
O -3.227 -0.562 -1.921
O 2.307 1.888 1.559
O -2.612 -0.728 0.455
N -1.265 2.047 0.315
N -3.702 1.441 -0.455
C 4.023 -0.933 0.061
C -0.159 1.299 0.089
C -7.679 -1.626 0.674
C -5.164 -0.762 -0.111
C -7.513 -0.855 -0.470
C 7.771 -1.286 -2.028
C -2.964 2.248 -1.410
C -1.746 2.908 -0.743
C 2.520 0.790 1.099
C -6.263 -0.409 -0.885
C 8.907 -0.083 -0.176
C -6.112 0.430 -2.109
C 3.850 0.297 0.689
C 8.071 -2.389 0.211
C -5.306 -1.530 1.030
C 7.779 -1.064 -0.508
C -2.176 1.928 1.430
C 5.285 -1.345 -0.312
C 4.965 1.095 0.924
C 6.413 -0.558 -0.076
C -6.559 -1.961 1.425
C 6.225 0.671 0.548
C 0.247 0.328 1.200
C -9.040 -2.108 1.073
C -3.629 1.930 0.900
H 5.390 -2.302 -0.800
H 9.857 -0.499 -0.505
H 8.971 0.091 0.896
H -9.251 -3.058 0.581
H -8.381 -0.595 -1.059
H -4.050 2.940 0.913
H 8.055 -2.243 1.289
H 9.053 -2.761 -0.073
H -9.807 -1.398 0.775
H -2.653 1.574 -2.209
H -4.419 -1.782 1.590
H -3.635 3.009 -1.826
H 3.163 -1.552 -0.137
H -7.003 0.371 -2.730
H -9.097 -2.266 2.147
H -0.937 3.046 -1.460
H 7.063 1.318 0.750
H -0.411 -0.543 1.173
H 7.032 -2.028 -2.317
H 0.215 0.826 2.176
H -2.016 3.876 -0.307
H -5.245 0.105 -2.678
H -5.950 1.469 -1.826
H 7.539 -0.356 -2.542
H 4.824 2.051 1.406
H 8.748 -1.631 -2.360
H 8.763 0.866 -0.685
H -2.028 2.769 2.121
H -4.256 1.284 1.516
H 7.335 -3.148 -0.040
H -6.667 -2.561 2.316
H -1.992 0.994 1.954
*
```

# 2
Below is a cluster of 2 separate species, C25H32N3S in total at a distorted geometry, with properties calculated with the ωB97M-V functional and the def2-TZVPD basis.

Results
HOMO energy in eV: -10.0
F_max in eV/Å: 3.69
HOMO-LUMO gap in eV: 5.46

```
! RIJCOSX wB97M-V def2-TZVPD def2/J DEFGRID3
* xyz 1 1
S -2.580 0.597 -0.688
N 2.144 0.905 2.230
N -1.590 -0.074 -2.975
N -0.893 -1.499 -1.177
C -2.830 1.478 -4.529
C 4.640 2.170 3.103
C -0.012 -3.726 -1.600
C -3.828 2.423 -4.620
C -2.545 0.910 4.185
C 3.391 2.128 4.003
C -0.379 1.703 3.562
C -1.549 -0.495 -1.646
C -0.474 -2.170 -3.567
C 4.244 2.093 1.613
C -1.425 -0.103 2.321
C 0.893 -4.582 -2.486
C 3.322 0.893 1.335
C -2.522 0.945 -3.281
C 0.436 -3.799 -0.144
C -4.221 2.309 -2.247
C -3.209 1.375 -2.144
C 2.528 0.908 3.662
C 0.888 0.547 1.795
C -2.513 -0.023 3.155
C -0.294 0.722 2.542
C -0.082 -2.249 -2.073
C -0.784 -0.746 -3.998
C -4.525 2.830 -3.491
C -1.486 1.789 4.367
H -1.351 -2.806 -3.733
H 0.132 -0.166 -4.143
H 0.413 -4.824 0.232
H -4.075 2.833 -5.585
H -3.355 -0.678 3.006
H 0.536 -4.636 -3.516
H 3.859 -0.044 1.508
H 1.457 -3.427 -0.045
H 2.806 3.046 3.867
H 5.302 1.329 3.351
H 0.422 2.413 3.673
H 0.931 -1.828 -1.971
H -1.040 -4.118 -1.668
H 0.329 -2.586 -4.192
H -3.402 0.964 4.836
H -5.322 3.546 -3.593
H -4.772 2.606 -1.371
H -1.535 2.542 5.138
H -1.323 -0.731 -4.951
H 3.671 2.116 5.065
H 1.904 -4.173 -2.504
H 3.720 3.014 1.328
H -1.409 -0.800 1.501
H 1.640 0.836 4.297
H -0.204 -3.189 0.495
H 5.235 3.075 3.304
H 2.987 0.869 0.292
H 0.820 -0.002 0.873
H -2.308 1.131 -5.404
H 3.091 -0.012 3.847
H 5.139 2.048 0.976
H 0.957 -5.607 -2.117
*
```

# 3
Below is a structure of composition C25H32N6O2PtS4, with properties calculated with the ωB97M-V functional and the def2-TZVPD basis.

Results
HOMO energy in eV: -6.7
F_max in eV/Å: 0.36
HOMO-LUMO gap in eV: 6.79

```
! RIJCOSX wB97M-V def2-TZVPD def2/J DEFGRID3
* xyz 0 1
Pt 0.307 -0.150 0.479
S -1.282 -0.550 2.080
S 2.096 -0.461 1.866
S -0.332 0.115 3.796
S 1.307 -1.087 3.700
O -0.219 -3.036 -0.837
O -3.429 5.362 0.091
N 0.083 -5.000 -1.949
N -1.325 0.341 -0.775
N 1.694 0.167 -1.054
N -2.347 3.718 1.275
N -3.576 3.228 -0.633
N 0.610 -4.793 0.322
C -3.928 0.966 -1.411
C -0.493 -4.463 -3.160
C -2.135 -0.605 -1.250
C 3.307 0.622 -3.280
C 2.187 1.387 -1.303
C 2.799 -0.639 -2.999
C -0.273 5.724 4.348
C 1.478 -6.701 -0.900
C 0.580 -4.039 1.566
C -0.846 6.447 3.309
C 2.985 1.649 -2.396
C -1.549 5.834 2.282
C 2.003 -0.832 -1.885
C -1.690 4.451 2.292
C -1.772 1.590 -0.628
C 0.134 -4.218 -0.817
C 0.458 6.418 5.466
C 0.475 -6.397 -1.992
C -3.111 4.203 0.257
C -3.441 -0.309 -1.610
C -3.088 1.947 -0.885
C -1.118 3.707 3.319
C 4.180 0.876 -4.473
C 0.918 -6.206 0.416
C -0.418 4.341 4.330
H 4.225 0.005 -5.124
H 1.575 -1.794 -1.632
H -1.991 6.419 1.492
H 1.640 -6.336 1.224
H -4.081 -1.091 -1.996
H 1.535 -4.148 2.083
H -1.712 -1.600 -1.317
H -0.798 -3.436 -2.985
H -0.741 7.526 3.292
H -0.220 -4.397 2.220
H 5.196 1.118 -4.157
H -2.325 2.717 1.406
H 1.139 5.735 5.974
H 1.038 7.263 5.095
H -0.405 -7.044 -1.888
H 3.018 -1.479 -3.644
H -4.309 3.581 -1.227
H 1.937 2.154 -0.582
H 0.236 -4.483 -3.976
H 0.904 -6.596 -2.977
H 3.359 2.652 -2.550
H -1.197 2.625 3.319
H -0.242 6.802 6.212
H 0.029 3.741 5.114
H 0.023 -6.783 0.686
H 2.419 -6.187 -1.109
H -1.364 -5.049 -3.468
H 0.413 -2.988 1.358
H -1.053 2.307 -0.261
H 3.808 1.722 -5.051
H -4.961 1.207 -1.632
H 1.676 -7.772 -0.856
*
```

# 4
Below is an isolated molecule of C25H32O7, with properties calculated with the ωB97M-V functional and the def2-TZVPD basis.

Results
HOMO energy in eV: -9.5
F_max in eV/Å: 0.87
Structure (SMILES): O=C(OC[C@@H]1O[C@@H]2O[C@]3(CCCCC3)O[C@@H]2[C@H]2O[C@@]3(CCCCC3)O[C@H]21)c1ccccc1
HOMO-LUMO gap in eV: 10.01

```
! RIJCOSX wB97M-V def2-TZVPD def2/J DEFGRID3
* xyz 0 1
O -1.264 0.233 0.663
O -0.064 2.008 -0.102
O 3.815 -0.083 -1.062
O -2.195 -1.428 -1.956
O 1.813 -1.120 -0.764
O 3.228 1.007 0.852
O -1.486 -2.406 -0.064
C -2.211 4.165 -0.347
C 5.458 -2.006 0.541
C 0.417 -0.978 -0.638
C -3.888 -2.021 1.187
C -6.195 -1.368 1.058
C -1.374 1.596 0.241
C -5.123 -1.857 1.788
C 6.675 0.006 -0.299
C -1.950 2.418 1.413
C -3.725 -1.694 -0.155
C -4.804 -1.199 -0.885
C 5.573 0.911 0.242
C 4.234 0.172 0.276
C -2.284 1.714 -0.983
C -2.333 3.157 -1.495
C 0.834 1.183 0.600
C 4.344 -1.122 1.090
C 6.789 -1.261 0.542
C -2.415 -1.812 -0.832
C 0.087 -0.161 0.625
C -0.164 -2.397 -0.566
C 2.196 1.204 -0.085
C -6.035 -1.038 -0.279
C 2.449 0.087 -1.116
C -2.811 3.585 0.928
H 0.309 -0.751 1.519
H -3.275 3.302 -2.026
H 5.203 -2.289 -0.482
H 5.799 1.230 1.260
H -4.653 -0.947 -1.924
H -1.112 2.794 2.003
H 4.541 -0.844 2.126
H -3.830 3.247 0.729
H -6.871 -0.656 -0.846
H 5.464 1.798 -0.383
H -1.931 1.040 -1.763
H 7.059 -0.996 1.567
H -3.045 -2.391 1.747
H 0.009 -0.449 -1.512
H 5.531 -2.914 1.141
H 3.386 -1.640 1.039
H 7.575 -1.903 0.141
H 2.309 2.186 -0.571
H 2.164 0.375 -2.138
H 7.622 0.547 -0.301
H -1.521 3.320 -2.203
H -3.271 1.370 -0.674
H -5.252 -2.108 2.830
H -2.860 4.347 1.708
H -2.532 1.739 2.038
H 6.429 -0.265 -1.327
H 0.975 1.550 1.630
H -1.158 4.382 -0.166
H 0.429 -2.991 0.131
H -2.710 5.098 -0.616
H -0.131 -2.849 -1.563
H -7.157 -1.241 1.533
*
```

# 5
Below is a structure of composition C25H33BiO2Se at a distorted geometry, with properties calculated with the ωB97M-V functional and the def2-TZVPD basis.

Results
HOMO energy in eV: -7.1
F_max in eV/Å: 2.24
HOMO-LUMO gap in eV: 7.41

```
! RIJCOSX wB97M-V def2-TZVPD def2/J DEFGRID3
* xyz 0 1
Bi 0.129 1.455 0.988
Se -2.288 2.641 0.412
O 0.630 -0.573 -0.068
O -0.943 -4.560 -3.321
C -0.520 -1.500 -0.327
C -2.823 4.525 2.481
C -2.288 6.884 2.408
C 2.309 -1.218 -1.650
C -2.034 -5.136 -4.038
C 2.520 2.855 1.242
C 1.628 -1.614 -0.350
C -1.697 5.457 0.549
C -1.721 6.687 1.131
C 2.651 1.963 0.128
C -1.098 0.504 2.898
C 1.612 2.276 -0.844
C -0.234 -6.723 -4.134
C 1.194 0.513 3.391
C 0.473 -2.654 -0.513
C -2.840 5.770 3.057
C 0.852 3.401 -0.308
C -1.784 -6.668 -4.157
C 0.107 -5.521 -3.215
C 2.595 -1.815 0.815
C -0.710 1.853 3.325
C 0.706 1.851 3.608
C 0.094 -0.320 2.960
C -2.209 4.372 1.233
C 1.395 3.738 0.996
H -2.094 -4.755 -5.066
H 1.389 1.757 -1.800
H 3.109 2.821 2.159
H -2.235 -7.153 -5.021
H 3.070 -0.458 -1.458
H -1.296 7.553 0.602
H -3.302 5.903 4.044
H 1.567 -0.832 -2.351
H 0.184 -7.674 -3.806
H -0.987 -1.107 -1.235
H -1.359 2.739 3.280
H 1.070 -5.070 -3.455
H -1.273 5.318 -0.465
H 2.786 -2.107 -2.051
H 0.162 -5.901 -2.192
H 3.134 -0.893 1.058
H -2.111 0.187 2.555
H -2.300 7.886 2.876
H 0.437 -3.352 0.340
H -2.987 -4.923 -3.552
H 0.411 -3.103 -1.510
H 3.329 -2.557 0.491
H -2.141 -7.167 -3.230
H -1.162 -1.543 0.562
H -3.266 3.658 2.989
H 0.123 -1.404 2.753
H 3.382 1.166 0.017
H 0.122 -6.501 -5.164
H 2.068 -2.187 1.696
H 2.230 0.180 3.481
H 1.290 2.733 3.869
H 0.973 4.490 1.680
H -0.027 3.854 -0.796
*
```

# 6
Below is a structure of composition C25H33ClCoN4O2, with properties calculated with the ωB97M-V functional and the def2-TZVPD basis.

Results
HOMO energy (alpha / beta) in eV: -6.9 / -6.9
F_max in eV/Å: 0.62
HOMO-LUMO gap (alpha / beta) in eV: 6.14 / 6.11

```
! RIJCOSX wB97M-V def2-TZVPD def2/J DEFGRID3
* xyz 0 4
Co -0.146 0.804 0.373
Cl 2.135 0.416 4.765
O 0.079 1.252 2.347
O 2.073 2.168 1.837
N 0.359 8.156 0.348
N -1.755 -0.131 -0.066
N -0.149 2.839 -0.104
N 1.514 -0.154 -0.266
C -3.813 -0.085 1.355
C 0.118 5.578 0.132
C 4.622 1.277 -0.329
C -1.836 -1.192 2.105
C -3.736 -1.056 3.553
C 4.695 -1.151 -1.057
C 1.032 4.846 -0.606
C 4.129 -0.152 -0.038
C -1.464 -1.516 -2.054
C 2.654 -0.155 -0.161
C -2.494 -0.481 1.089
C 1.201 1.788 2.640
C 4.496 -0.563 1.399
C 0.859 3.478 -0.691
C -0.936 4.921 0.749
C -3.728 -0.641 -1.592
C 0.255 7.017 0.253
C -1.645 -2.163 4.421
C -1.917 0.919 -2.274
C -1.031 3.550 0.605
C -5.876 0.031 2.788
C 1.460 1.954 4.127
C -4.440 -0.383 2.564
C -2.237 -0.328 -1.448
C -2.421 -1.454 3.335
H -1.731 -2.438 -1.529
H 4.039 0.114 2.119
H -3.913 -1.008 -2.606
H -4.213 -1.262 4.509
H -2.429 1.794 -1.861
H 5.783 -1.167 -0.960
H 4.394 1.566 -1.359
H -1.833 2.990 1.073
H -4.042 -1.412 -0.888
H -0.598 -2.287 4.138
H 4.166 -1.581 1.613
H -6.065 1.035 2.401
H -6.133 0.018 3.849
H -1.693 -1.642 -3.120
H -1.665 5.465 1.333
H -4.345 0.521 0.629
H -0.837 1.119 -2.271
H 4.441 -0.862 -2.079
H -0.820 -1.528 1.913
H 1.863 5.329 -1.101
H 4.157 1.981 0.360
H -6.558 -0.651 2.273
H -1.675 -1.593 5.353
H 4.316 -2.157 -0.876
H 2.195 2.727 4.305
H 0.539 2.150 4.660
H 5.583 -0.517 1.506
H -0.388 -1.360 -1.943
H -4.352 0.244 -1.441
H -2.064 -3.151 4.627
H -2.228 0.788 -3.315
H 1.558 2.864 -1.249
H 5.706 1.306 -0.193
*
```

# 7
Below is a structure of composition C25H33IrN5O2S at a distorted geometry, with properties calculated with the ωB97M-V functional and the def2-TZVPD basis.

Results
HOMO energy (alpha / beta) in eV: -12.5 / -12.5
F_max in eV/Å: 3.13
HOMO-LUMO gap (alpha / beta) in eV: 5.67 / 3.78

```
! RIJCOSX wB97M-V def2-TZVPD def2/J DEFGRID3
* xyz 2 2
Ir 0.038 1.175 -0.002
S -0.671 -1.554 0.406
O 0.118 1.106 2.157
O -2.055 1.105 -0.400
N 2.346 1.054 -0.135
N 0.453 3.279 0.400
N 0.304 -3.858 1.261
N -0.480 -3.836 -0.902
N -0.026 0.584 -2.177
C 1.042 1.081 -3.018
C 1.057 3.985 -0.706
C -0.644 3.336 2.561
C -2.173 -0.551 -2.107
C 0.456 -5.311 1.294
C 0.674 -5.838 -0.117
C 2.724 0.142 -1.226
C -2.666 0.110 -0.929
C -1.104 1.460 4.104
C -0.389 -5.286 -1.054
C 2.469 3.457 -1.058
C -0.952 -0.133 -2.713
C -4.149 -1.949 -2.185
C -3.907 -0.343 -0.403
C -1.736 2.315 4.961
C -0.224 -3.204 0.237
C -0.086 3.915 1.369
C 2.445 0.567 -2.667
C 3.048 2.355 -0.165
C -2.955 -1.538 -2.727
C 2.681 0.367 1.131
C -1.803 3.686 4.665
C -4.612 -1.352 -1.001
C -1.259 4.173 3.481
C -0.521 1.926 2.877
H -4.741 -2.709 -2.674
H 2.384 0.973 1.982
H 3.803 -0.056 -1.174
H -1.311 5.232 3.264
H -2.286 4.362 5.355
H 1.664 -5.550 -0.470
H 3.084 2.726 0.859
H 3.757 0.175 1.198
H 1.309 -5.551 1.927
H -5.552 -1.677 -0.575
H 0.622 -6.924 -0.111
H -0.119 5.006 1.332
H 0.843 0.827 -4.064
H 2.152 -0.582 1.193
H -2.178 1.939 5.874
H 0.439 -3.350 2.119
H 1.015 2.171 -2.943
H -1.364 -5.734 -0.843
H 2.210 -0.801 -1.027
H -2.608 -1.976 -3.657
H -0.947 -3.311 -1.625
H 1.113 5.055 -0.486
H -0.437 -5.757 1.742
H 2.644 -0.328 -3.260
H 3.168 1.319 -2.987
H -4.273 0.147 0.488
H 4.082 2.187 -0.486
H 0.401 3.868 -1.573
H -0.827 -0.447 -3.752
H 2.495 3.146 -2.099
H -1.019 0.404 4.322
H -0.133 -5.503 -2.091
H 3.169 4.290 -0.970
*
```

Which value of F_max does entry 6 give?
0.62 eV/Å

Which value of F_max does entry 1 give?
1.18 eV/Å

Among the records above, which one has the lowest F_max?
C25H32N6O2PtS4

Repeat the fourth record exactly.
Below is an isolated molecule of C25H32O7, with properties calculated with the ωB97M-V functional and the def2-TZVPD basis.

Results
HOMO energy in eV: -9.5
F_max in eV/Å: 0.87
Structure (SMILES): O=C(OC[C@@H]1O[C@@H]2O[C@]3(CCCCC3)O[C@@H]2[C@H]2O[C@@]3(CCCCC3)O[C@H]21)c1ccccc1
HOMO-LUMO gap in eV: 10.01

```
! RIJCOSX wB97M-V def2-TZVPD def2/J DEFGRID3
* xyz 0 1
O -1.264 0.233 0.663
O -0.064 2.008 -0.102
O 3.815 -0.083 -1.062
O -2.195 -1.428 -1.956
O 1.813 -1.120 -0.764
O 3.228 1.007 0.852
O -1.486 -2.406 -0.064
C -2.211 4.165 -0.347
C 5.458 -2.006 0.541
C 0.417 -0.978 -0.638
C -3.888 -2.021 1.187
C -6.195 -1.368 1.058
C -1.374 1.596 0.241
C -5.123 -1.857 1.788
C 6.675 0.006 -0.299
C -1.950 2.418 1.413
C -3.725 -1.694 -0.155
C -4.804 -1.199 -0.885
C 5.573 0.911 0.242
C 4.234 0.172 0.276
C -2.284 1.714 -0.983
C -2.333 3.157 -1.495
C 0.834 1.183 0.600
C 4.344 -1.122 1.090
C 6.789 -1.261 0.542
C -2.415 -1.812 -0.832
C 0.087 -0.161 0.625
C -0.164 -2.397 -0.566
C 2.196 1.204 -0.085
C -6.035 -1.038 -0.279
C 2.449 0.087 -1.116
C -2.811 3.585 0.928
H 0.309 -0.751 1.519
H -3.275 3.302 -2.026
H 5.203 -2.289 -0.482
H 5.799 1.230 1.260
H -4.653 -0.947 -1.924
H -1.112 2.794 2.003
H 4.541 -0.844 2.126
H -3.830 3.247 0.729
H -6.871 -0.656 -0.846
H 5.464 1.798 -0.383
H -1.931 1.040 -1.763
H 7.059 -0.996 1.567
H -3.045 -2.391 1.747
H 0.009 -0.449 -1.512
H 5.531 -2.914 1.141
H 3.386 -1.640 1.039
H 7.575 -1.903 0.141
H 2.309 2.186 -0.571
H 2.164 0.375 -2.138
H 7.622 0.547 -0.301
H -1.521 3.320 -2.203
H -3.271 1.370 -0.674
H -5.252 -2.108 2.830
H -2.860 4.347 1.708
H -2.532 1.739 2.038
H 6.429 -0.265 -1.327
H 0.975 1.550 1.630
H -1.158 4.382 -0.166
H 0.429 -2.991 0.131
H -2.710 5.098 -0.616
H -0.131 -2.849 -1.563
H -7.157 -1.241 1.533
*
```